# 1
The following is a quantum chemistry calculation of a 2-piece molecular cluster, C7H16N overall, from OMol25.

```
! RIJCOSX wB97M-V def2-TZVPD def2/J DEFGRID3
* xyz 1 1
C -0.70 2.33 1.71
C -0.06 0.93 1.53
C 0.51 0.62 0.14
C -0.53 -0.08 -0.73
C -0.11 -1.50 -0.83
C -0.06 -2.24 -1.95
C 0.43 -3.65 -2.02
N 0.37 3.30 1.57
H -1.02 2.41 2.75
H -1.47 2.46 0.95
H -0.91 0.23 1.74
H 0.64 0.79 2.37
H 0.82 1.54 -0.36
H 1.41 0.01 0.25
H -1.56 0.02 -0.38
H -0.46 0.29 -1.76
H 0.26 -1.97 0.12
H -0.33 -1.77 -2.89
H -0.40 -4.31 -2.29
H 0.64 -4.01 -1.02
H 1.23 -3.73 -2.76
H 1.07 3.06 2.25
H 0.47 -1.10 1.68
H 0.07 4.26 1.48
*
```

As for the total energy: -330.56083 Ha. For the largest force on an atom, the calculation gives 1.857 eV/A. As for the frontier orbital gap: 4.53 eV. The energy above the lowest of the compared OMol25 structures with the same formula, charge and spin comes out at 703.0 kJ/mol.

# 2
The following is a quantum chemistry calculation of a 2-piece molecular cluster, C7H16N overall, from OMol25.

```
! RIJCOSX wB97M-V def2-TZVPD def2/J DEFGRID3
* xyz 1 1
C -1.61 0.10 -0.36
C -0.78 -0.38 0.54
C -1.62 1.25 -1.34
C -3.06 -0.56 -0.27
C -0.50 -1.55 1.40
C 2.65 0.36 1.17
C 1.67 0.87 0.19
N 2.24 0.19 -1.11
H -1.91 0.81 -2.30
H -2.39 1.95 -1.08
H -0.64 1.73 -1.51
H -3.90 0.09 -0.40
H -2.91 -1.34 -0.96
H -3.27 -0.98 0.81
H -1.40 -1.73 1.95
H -0.07 -2.38 0.83
H 0.14 -1.02 2.15
H 2.67 -0.76 1.18
H 2.26 0.87 2.03
H 3.74 0.54 0.98
H 1.63 1.93 0.07
H 1.97 -0.76 -1.02
H 3.36 0.10 -1.09
H 1.75 0.68 -1.85
*
```

As for the total energy: -330.61426 Ha. For the largest force on an atom, the calculation gives 4.169 eV/A. As for the frontier orbital gap (spin up / spin down): 7.72 / 7.87 eV. The energy above the lowest of the compared OMol25 structures with the same formula, charge and spin comes out at 562.8 kJ/mol.

# 3
The following is a quantum chemistry calculation of an isolated ion of composition C7H16N and charge +2, from OMol25.

```
! RIJCOSX wB97M-V def2-TZVPD def2/J DEFGRID3
* xyz 2 2
C -1.94 -0.04 -1.96
C -1.18 -0.11 -0.64
C 0.05 0.82 -0.70
C 1.17 0.55 0.26
C 1.53 1.41 1.32
C 1.97 -0.69 0.10
C 1.68 -1.65 1.26
N -2.16 0.40 0.46
H -2.86 -0.64 -1.94
H -2.15 0.99 -2.19
H -1.31 -0.51 -2.71
H -0.91 -1.10 -0.30
H 0.53 0.66 -1.68
H -0.21 1.89 -0.75
H 2.33 1.26 2.03
H 1.03 2.37 1.42
H 1.82 -1.10 -0.89
H 3.01 -0.33 0.14
H 0.63 -1.69 1.54
H 1.95 -2.68 1.01
H 2.21 -1.36 2.17
H -3.08 0.00 0.23
H -2.27 1.41 0.41
H -1.89 0.14 1.41
*
```

As for the total energy: -330.34093 Ha. For the largest force on an atom, the calculation gives 1.139 eV/A. As for the frontier orbital gap (spin up / spin down): 11.23 / 8.05 eV. The energy above the lowest of the compared OMol25 structures with the same formula, charge and spin comes out at 114.3 kJ/mol.

# 4
The following is a quantum chemistry calculation of one molecule with the formula C7H16N2, from OMol25.

```
! RIJCOSX wB97M-V def2-TZVPD def2/J DEFGRID3
* xyz 0 1
C 0.10 2.25 1.75
N 0.64 2.39 0.60
C 1.26 1.17 0.04
C 0.21 0.15 -0.55
C -0.75 0.96 -1.46
C 0.99 -0.84 -1.47
N -0.55 -0.57 0.53
C 0.27 -1.41 1.40
C -1.69 -1.36 0.05
H 0.08 1.31 2.32
H -0.39 3.11 2.23
H 1.92 1.50 -0.77
H 1.94 0.70 0.76
H -0.21 1.72 -2.03
H -1.51 1.48 -0.87
H -1.27 0.32 -2.19
H 1.75 -1.39 -0.92
H 0.32 -1.56 -1.94
H 1.49 -0.30 -2.28
H 1.11 -0.87 1.84
H -0.33 -1.75 2.25
H 0.66 -2.30 0.89
H -2.40 -0.76 -0.52
H -2.26 -1.74 0.90
H -1.38 -2.21 -0.56
*
```

Its SMILES is C=NCC(C)(C)N(C)C. As for the total energy: -385.77660 Ha. For the largest force on an atom, the calculation gives 1.553 eV/A. As for the frontier orbital gap: 9.43 eV. The energy above the lowest of the compared OMol25 structures with the same formula, charge and spin comes out at 168.0 kJ/mol.

# 5
The following is a quantum chemistry calculation of C7H16N2O as an isolated structure, from OMol25.

```
! RIJCOSX wB97M-V def2-TZVPD def2/J DEFGRID3
* xyz 0 1
C 2.14 -0.89 0.02
C -2.85 -0.40 0.70
C -2.12 1.41 -0.66
C 2.68 -0.19 -1.21
C 0.82 1.06 1.57
N -1.77 0.49 0.39
C -0.28 -0.52 -0.21
C 0.56 0.03 0.55
N -0.54 -1.45 -1.17
O 3.01 -0.88 1.10
H 3.33 0.02 1.24
H 1.88 -1.93 -0.16
H -1.39 -1.30 -1.70
H -0.47 -2.41 -0.86
H -3.19 -1.01 -0.17
H -2.56 -1.07 1.51
H -2.37 0.89 -1.61
H -1.28 2.09 -0.85
H -3.00 2.01 -0.40
H -3.74 0.15 1.04
H 1.99 -0.30 -2.04
H 2.83 0.87 -1.01
H 3.65 -0.61 -1.50
H 1.34 0.61 2.42
H 1.45 1.86 1.16
H -0.14 1.47 1.88
*
```

As for the total energy: -460.91600 Ha. For the largest force on an atom, the calculation gives 7.360 eV/A. As for the frontier orbital gap: 8.55 eV. The energy above the lowest of the compared OMol25 structures with the same formula, charge and spin comes out at 493.2 kJ/mol.

# 6
The following is a quantum chemistry calculation of C7H16N2O2 as an isolated structure, from OMol25.

```
! RIJCOSX wB97M-V def2-TZVPD def2/J DEFGRID3
* xyz 0 1
C -2.00 -1.19 1.27
C -2.74 -1.07 -0.03
C -1.84 -0.60 -1.21
C 0.28 1.07 -1.01
C 0.71 0.85 0.47
C 2.35 0.78 0.94
C 3.11 0.06 -0.29
H -2.05 0.12 1.76
H -0.83 -1.62 1.17
H -2.54 -1.98 1.93
H -3.94 -0.50 -0.10
H -2.69 -2.31 -0.55
H -0.95 -1.21 -1.35
H -2.36 -0.69 -2.20
H 0.41 1.97 -1.36
H 0.94 0.45 -1.64
H 0.35 1.51 1.04
H 0.09 -0.07 0.99
H 2.52 0.36 2.13
H 2.96 1.75 0.86
H 3.23 0.42 -1.33
H 4.10 0.12 -0.03
H 2.31 -1.86 0.23
N -1.11 0.70 -0.93
N -1.83 1.65 -0.06
O 2.62 -1.42 -0.71
O -1.10 2.71 0.02
*
```

As for the total energy: -535.92141 Ha. For the largest force on an atom, the calculation gives 7.398 eV/A. As for the frontier orbital gap: 9.49 eV. The energy above the lowest of the compared OMol25 structures with the same formula, charge and spin comes out at 1046.9 kJ/mol.

# 7
The following is a quantum chemistry calculation of a 2-piece molecular cluster, C7H16N2O3Si overall, from OMol25.

```
! RIJCOSX wB97M-V def2-TZVPD def2/J DEFGRID3
* xyz 0 1
C -1.32 2.66 1.71
C -1.68 1.36 1.78
C -2.98 0.82 1.23
N -3.20 1.30 0.01
O -3.65 0.02 1.81
C -0.64 0.41 2.30
N -1.03 -0.74 2.83
O 0.54 0.58 2.11
H -0.40 3.14 2.11
H -2.02 3.40 1.32
H -2.55 1.83 -0.58
H -3.90 0.80 -0.52
H -2.06 -0.94 2.65
H -0.35 -1.33 3.37
C 2.38 0.53 -2.43
Si 1.51 -0.78 -1.36
C 0.65 -2.12 -2.51
C 2.73 -1.34 -0.01
O 0.22 -0.07 -0.63
H 3.18 0.13 -3.14
H 1.59 0.96 -3.03
H 2.91 1.45 -2.09
H 1.17 -2.78 -3.15
H 0.01 -2.78 -1.84
H 0.00 -1.82 -3.32
H 2.64 -2.39 0.35
H 3.79 -1.06 -0.10
H 2.26 -0.89 0.78
H 0.21 -0.37 0.34
*
```

Its SMILES is C=C(C(N)=O)C(N)=O.C[Si](C)(C)O. As for the total energy: -901.09338 Ha. For the largest force on an atom, the calculation gives 3.393 eV/A. As for the frontier orbital gap: 10.32 eV. The energy above the lowest of the compared OMol25 structures with the same formula, charge and spin comes out at 0.0 kJ/mol.

# 8
The following is a quantum chemistry calculation of a 2-piece molecular cluster, C7H16N3O2PS overall, from OMol25.

```
! RIJCOSX wB97M-V def2-TZVPD def2/J DEFGRID3
* xyz 0 1
C 0.51 -1.64 -1.43
C 3.59 2.28 0.46
C -4.17 0.98 -0.25
C -0.79 -2.45 -1.48
C 2.81 1.63 1.53
C -2.65 1.20 0.06
C -2.07 -1.17 0.27
N 2.06 0.55 0.90
N -1.95 -0.04 -0.33
N -1.53 -2.27 -0.19
O 0.71 -0.49 -1.63
O 1.52 -2.37 -0.91
P 1.96 -1.07 1.40
S 3.45 -1.13 2.71
H 3.60 3.35 0.59
H 4.68 2.16 0.50
H 3.34 1.92 -0.53
H -4.63 1.89 0.39
H -4.39 1.06 -1.33
H -4.16 -0.02 0.15
H -0.70 -3.48 -1.77
H -1.43 -1.97 -2.38
H 3.42 1.02 2.21
H 2.14 2.35 2.05
H -2.19 2.01 -0.53
H -2.64 1.44 1.15
H 1.56 0.73 0.00
H -1.68 -0.14 -1.31
H 1.23 -3.15 -0.57
H -1.59 -3.20 0.27
*
```

As for the total energy: -1330.51064 Ha. For the largest force on an atom, the calculation gives 4.456 eV/A. As for the frontier orbital gap: 8.16 eV. The energy above the lowest of the compared OMol25 structures with the same formula, charge and spin comes out at 89.2 kJ/mol.